# 1
C31H39ClCoN10O8SSi | wB97M-V/def2-TZVPD

Geometry as XYZ:
```
92
Properties=species:S:1:pos:R:3:mulliken_spin:R:1
Co -1.964 -0.785 0.728 1.002
N 0.348 -1.608 -3.408 0.002
C -0.678 -1.496 -2.536 0.004
N -0.572 -1.557 -1.255 0.036
C 0.663 -1.776 -0.681 -0.001
N 0.810 -1.908 0.597 -0.007
N -0.369 -1.759 1.308 -0.012
C -0.342 -2.196 2.517 0.003
C -1.566 -2.091 3.319 -0.012
C -1.559 -2.282 4.692 -0.005
C -2.748 -2.093 5.383 0.003
C -3.886 -1.742 4.680 -0.001
C -3.808 -1.594 3.298 0.009
N -2.675 -1.766 2.635 0.035
C 1.836 -1.891 -1.560 -0.007
C 3.130 -2.091 -1.071 0.002
C 4.194 -2.219 -1.940 -0.001
C 3.981 -2.142 -3.319 0.002
C 2.714 -1.933 -3.823 -0.002
C 1.641 -1.810 -2.940 0.004
H 0.169 -1.524 -4.397 0.000
H -1.657 -1.344 -2.979 -0.001
H 0.566 -2.630 2.923 0.003
H -0.643 -2.542 5.204 0.000
H -2.778 -2.208 6.458 0.000
H -4.827 -1.575 5.184 0.000
H -4.669 -1.306 2.707 0.001
H 3.267 -2.150 0.000 -0.001
H 5.190 -2.387 -1.556 0.000
H 4.814 -2.251 -4.001 0.000
H 2.544 -1.867 -4.890 0.000
C -1.711 -4.454 -0.014 -0.001
C -2.787 -3.649 -0.650 -0.001
N -3.141 -2.416 -0.359 -0.005
C -4.206 -2.116 -1.186 0.005
C -4.489 -3.180 -1.977 -0.002
N -3.579 -4.152 -1.625 0.000
H -1.311 -3.911 0.832 0.000
H -0.897 -4.660 -0.711 0.000
H -2.102 -5.408 0.343 0.000
H -4.713 -1.174 -1.130 -0.001
H -5.246 -3.338 -2.721 0.000
H -3.523 -5.082 -2.003 0.000
C 0.244 2.517 5.190 0.000
Si -1.222 2.744 4.034 -0.002
C -1.065 4.390 3.149 0.000
C -2.819 2.684 5.011 0.000
C -1.241 1.402 2.805 -0.009
C -1.452 0.564 1.947 -0.064
H 0.304 3.316 5.931 0.000
H 1.180 2.507 4.629 0.000
H 0.165 1.569 5.724 0.000
H -1.069 5.230 3.846 0.000
H -1.896 4.517 2.454 0.000
H -0.139 4.431 2.574 0.000
H -2.945 3.558 5.653 0.000
H -2.849 1.792 5.639 0.000
H -3.661 2.634 4.320 0.000
O -4.441 1.621 1.874 0.000
Cl -4.740 0.947 0.657 0.000
O -5.239 1.836 -0.341 0.000
O -5.664 -0.133 0.891 0.000
O -3.505 0.352 0.095 0.010
C 7.293 1.614 -2.759 0.000
C 5.868 1.080 -2.755 0.000
S 4.722 2.434 -2.580 0.000
O 4.787 2.904 -1.217 0.000
O 4.930 3.357 -3.665 0.000
C 3.120 1.671 -2.805 0.000
C 2.048 2.715 -2.498 0.000
N 0.777 2.111 -2.138 0.001
C 0.364 1.896 -0.863 0.004
N -0.873 1.437 -0.816 0.009
C -1.309 1.360 -2.089 0.001
C -0.299 1.747 -2.935 0.000
N -0.211 1.526 -4.326 0.000
O 0.807 1.874 -4.915 0.000
O -1.180 1.020 -4.877 0.000
C 1.212 2.146 0.330 0.004
H 7.993 0.788 -2.870 0.000
H 7.513 2.129 -1.825 0.000
H 7.438 2.311 -3.581 0.000
H 5.679 0.412 -1.914 0.000
H 5.616 0.573 -3.687 0.000
H 3.069 0.826 -2.115 0.000
H 3.053 1.323 -3.834 0.000
H 1.903 3.371 -3.352 0.000
H 2.360 3.317 -1.645 0.000
H -2.301 1.021 -2.333 -0.002
H 1.479 3.201 0.413 0.000
H 2.140 1.573 0.285 0.000
H 0.637 1.855 1.208 -0.001
```

Properties
E, eV: -132913.3133
2S+1: 2
HOMO level (alpha / beta), eV: -7.99 / -7.85
Gap between HOMO and LUMO (alpha / beta), eV: 7.0 / 6.8
Maximum force, Eh/bohr: 0.0258


# 2
C13H21BF4N4O4S5SbW | wB97M-V/def2-TZVPD

Geometry as XYZ:
```
54
Properties=species:S:1:pos:R:3:mulliken_spin:R:1
W 1.199 -1.243 -0.440 0.796
S 1.588 -3.385 0.302 -0.018
Sb 4.008 -2.978 -0.263 0.004
S 3.293 -0.478 -0.812 0.451
S 1.549 -1.690 -2.644 0.743
S 5.007 -2.748 1.726 -0.005
C -0.798 3.618 0.065 0.000
C -0.658 2.251 0.722 0.001
C -1.683 2.055 1.841 0.001
O 0.662 2.071 1.221 0.004
C -0.933 1.172 -0.329 0.008
O -1.901 1.247 -1.042 0.004
O -0.083 0.162 -0.381 0.019
H -0.749 4.397 0.831 0.000
H -1.753 3.693 -0.451 0.000
H -0.002 3.763 -0.664 0.000
H -1.501 2.789 2.628 0.000
H -1.605 1.054 2.265 -0.001
H -2.694 2.185 1.455 0.000
H 0.919 2.889 1.658 0.000
F -2.399 -0.989 0.784 -0.001
B -2.163 -2.300 0.342 -0.006
F -3.246 -2.827 -0.324 0.000
F -1.798 -3.073 1.464 0.001
F -1.028 -2.269 -0.567 -0.014
C 1.994 0.696 -5.632 0.003
N 0.622 0.498 -5.210 0.002
C 0.126 1.077 -4.088 -0.007
S 0.925 2.326 -3.285 0.001
N -1.055 0.613 -3.658 0.002
C -1.744 -0.553 -4.164 0.013
H 2.107 0.289 -6.636 0.000
H 2.697 0.205 -4.954 -0.002
H 2.217 1.759 -5.644 0.000
H 0.218 -0.391 -5.457 0.001
H -1.399 1.014 -2.794 0.002
H -1.076 -1.416 -4.240 -0.003
H -2.206 -0.366 -5.139 0.001
H -2.521 -0.819 -3.451 -0.003
N -2.017 -2.020 4.001 0.000
C -1.112 -1.250 4.641 0.001
O -1.282 -0.818 5.771 0.000
C 0.151 -0.943 3.890 0.008
C 1.259 -0.454 4.574 -0.001
C 2.412 -0.178 3.865 0.005
C 2.426 -0.379 2.492 0.002
N 1.360 -0.831 1.839 0.015
C 0.251 -1.109 2.527 0.005
H -2.897 -2.166 4.464 0.000
H -1.909 -2.366 3.058 0.000
H 1.189 -0.307 5.643 0.000
H 3.307 0.177 4.356 0.000
H 3.310 -0.185 1.902 -0.021
H -0.586 -1.470 1.944 -0.013
```

Properties
E, eV: -102071.7684
2S+1: 3
HOMO level (alpha / beta), eV: -5.43 / -5.63
Charge: -1
Gap between HOMO and LUMO (alpha / beta), eV: 6.9 / 6.3
Maximum force, Eh/bohr: 0.0141


# 3
C4H14N2O | wB97M-V/def2-TZVPD

Geometry as XYZ:
```
21
Properties=species:S:1:pos:R:3:nbo_charge:R:1
N 0.217 1.067 2.073 -0.867
C -0.824 1.072 1.022 -0.237
C -0.558 2.125 -0.126 -0.397
C 0.803 2.058 -0.668 -0.425
C 1.308 0.601 -0.791 -0.262
N 0.211 -0.256 -1.273 -0.836
H 0.407 0.111 2.446 0.365
H 0.039 1.676 2.850 0.360
H -0.959 0.075 0.772 0.218
H -1.877 1.308 1.258 0.172
H -1.196 1.873 -1.028 0.200
H -0.902 3.253 0.077 0.201
H 0.935 2.708 -1.540 0.194
H 1.338 2.600 0.120 0.209
H 1.773 0.545 0.208 0.223
H 2.186 0.660 -1.417 0.168
H 0.544 -1.198 -1.362 0.361
H 0.062 0.164 -2.217 0.354
O -1.013 -5.365 -0.228 -0.953
H -1.534 -6.163 -0.263 0.478
H -0.079 -5.504 -0.310 0.476
```

Properties
E, eV: -9401.0273
Structure (SMILES): NCCCCN.O
HOMO level, eV: -8.78
Gap between HOMO and LUMO, eV: 9.6
Maximum force, Eh/bohr: 0.0607


Which formula does entry 1 have? C31H39ClCoN10O8SSi


Number 1 is which compound? C31H39ClCoN10O8SSi


maximum force of number 1 (C31H39ClCoN10O8SSi)? 0.0258 Eh/bohr


Which value of maximum force does entry 1 give? 0.0258 Eh/bohr